(1)
Formula: C20H40N12O20
Source: OMol25
Level of theory: ωB97M-V/def2-TZVPD

The geometry in XYZ format:
```
92
Properties=species:S:1:pos:R:3:forces:R:3:mulliken_charge:R:1
C -4.306274 -1.798833 -0.423932 0.044 0.766 -1.391 -0.60
N -3.641156 -1.979607 0.862480 -2.049 0.023 0.626 0.75
O -2.742415 -1.235988 1.134951 1.141 0.280 0.520 -0.16
O -4.183407 -2.774349 1.617909 0.813 -0.104 0.210 -0.60
H -4.716997 -2.772338 -0.683951 0.010 0.216 -0.206 0.30
H -3.474124 -1.472488 -1.104385 -1.273 -0.148 0.307 0.12
H -5.154283 -1.036531 -0.309899 1.428 -0.955 -0.114 0.27
C 1.637684 3.329195 2.978971 -1.710 -0.285 0.838 -0.66
N 2.713885 2.447416 2.627241 0.287 -0.374 -2.698 1.06
O 3.442821 1.995535 3.440359 1.126 -0.453 2.545 -0.60
O 2.872120 2.219797 1.434521 -0.338 0.134 -0.345 -0.51
H 0.900408 3.267390 2.197138 -0.129 0.194 -0.352 0.07
H 2.037737 4.320193 3.041622 0.139 0.533 0.226 0.33
H 1.173075 2.963331 3.907553 0.490 0.394 -0.171 0.29
C -4.241589 2.057409 0.525140 0.232 -1.589 1.059 -0.17
N -5.532991 2.494886 0.026694 -2.003 0.408 -1.282 0.98
O -6.389120 1.647233 -0.217562 0.769 0.183 0.558 -0.57
O -5.685738 3.669539 -0.267766 0.455 -0.169 0.482 -0.57
H -3.699393 1.847649 -0.408561 0.371 0.107 0.592 -0.01
H -4.421265 1.114695 1.111198 0.270 0.826 -0.823 0.13
H -3.805231 2.788268 1.207827 0.049 0.140 -0.668 0.21
C -1.769763 4.921526 -1.018037 0.414 -1.884 0.464 -0.51
N -1.049636 4.740369 0.260431 -1.037 -1.112 0.614 0.94
O -0.045252 5.360062 0.450449 0.673 0.373 0.303 -0.55
O -1.533217 3.908977 1.041476 0.584 0.655 -0.424 -0.50
H -1.442588 5.817649 -1.432084 0.883 1.188 -1.061 0.31
H -2.796147 5.016083 -0.783273 -1.146 -0.273 0.222 0.32
H -1.543581 3.976956 -1.561392 -0.262 0.905 -0.026 0.04
C -2.148750 1.508252 -4.942788 0.652 -1.438 1.640 -0.77
N -2.399891 1.520358 -3.432404 -0.364 0.477 -1.911 0.91
O -3.450072 1.082674 -3.026423 -0.198 -0.294 0.512 -0.60
O -1.536329 2.035406 -2.778202 0.539 0.259 1.043 -0.42
H -1.763349 2.508427 -5.168444 -0.561 -0.405 -0.412 0.29
H -3.044164 1.039193 -5.362345 0.272 0.822 -0.339 0.32
H -1.312009 0.781898 -4.985265 -0.349 0.516 -0.367 0.22
C 0.454262 -3.010630 -2.744348 0.604 0.013 -0.071 -0.71
N -0.394815 -1.808906 -3.100467 -0.211 -1.182 0.498 0.90
O -1.453556 -2.099056 -3.654227 0.901 1.231 0.281 -0.57
O -0.019731 -0.696806 -2.738801 -0.662 -0.994 -0.833 -0.29
H 1.376921 -3.031609 -3.336652 -0.367 0.413 -0.093 0.30
H -0.120533 -3.915413 -2.957625 0.018 0.438 0.350 0.33
H 0.774783 -2.913710 -1.698573 -0.423 -0.037 -0.326 0.09
C 0.498829 0.591119 0.016184 0.440 0.551 0.533 -0.10
N 1.255838 1.447011 -0.968007 -0.129 -2.259 0.642 1.19
O 2.128308 0.875349 -1.616272 -0.001 0.713 0.223 -0.57
O 0.875569 2.566232 -1.101484 0.163 1.327 -0.505 -0.59
H -0.088790 1.277647 0.628354 -0.031 -0.275 -0.206 -0.03
H 1.174720 0.007091 0.655926 -0.111 0.361 -0.462 -0.25
H -0.094951 -0.051994 -0.609702 -0.351 -0.206 -0.024 0.25
C 3.054003 1.607552 -4.567747 -0.313 -0.120 -0.280 -0.78
N 1.946184 2.425276 -5.115038 0.252 -0.765 0.017 1.02
O 0.931079 1.883675 -5.492711 -0.305 -0.378 -0.067 -0.54
O 2.154661 3.599165 -5.165757 0.085 1.583 -0.112 -0.59
H 3.331017 2.052416 -3.642679 0.339 0.407 0.601 0.24
H 3.854259 1.605151 -5.287575 0.250 0.186 -0.240 0.35
H 2.695148 0.626003 -4.401728 -0.358 -0.947 0.109 0.28
C -0.963340 -4.493150 1.774153 -0.753 -1.138 -1.015 -0.57
N -0.822604 -4.437313 0.271903 1.245 -0.552 -1.432 0.91
O -1.479724 -3.676135 -0.412970 -0.634 0.424 0.988 -0.47
O -0.017395 -5.194629 -0.263092 -0.230 0.122 1.106 -0.54
H -1.732123 -3.787002 2.013047 -0.372 0.274 0.352 0.17
H -0.020534 -4.277511 2.244813 0.456 0.044 -0.077 0.19
H -1.271316 -5.550683 1.950462 0.249 0.923 0.135 0.27
C 4.834963 -1.183481 -2.010987 -1.041 -0.073 1.688 -0.62
N 3.937275 -2.243749 -2.545804 0.817 0.305 -0.138 1.05
O 3.443153 -2.030180 -3.622369 -0.422 0.495 -1.018 -0.58
O 3.758151 -3.249633 -1.919121 -0.103 -0.743 0.973 -0.54
H 5.417785 -0.797726 -2.800747 0.577 0.350 -0.798 0.33
H 5.395991 -1.546335 -1.151999 0.119 -0.347 -0.365 0.32
H 4.152261 -0.434499 -1.598581 0.071 0.160 -0.389 0.09
C 3.730598 -0.817505 2.389142 -1.792 -0.821 -0.764 -0.93
C 3.621522 -1.422541 3.592156 0.324 -2.179 1.372 -0.29
C 3.252038 -2.828263 3.575140 -0.230 0.913 -1.630 -0.51
N 2.843392 -3.581207 2.506446 1.055 2.659 0.715 -0.56
C 2.830627 -2.841941 1.359365 -0.353 -0.318 2.204 -0.79
C 3.186332 -1.521623 1.309957 0.772 0.212 -1.300 0.31
H 3.948299 0.203961 2.351526 0.599 1.173 -0.453 0.79
H 3.874371 -0.841088 4.517557 -0.272 -1.079 -0.808 0.36
H 3.262973 -3.387038 4.448946 0.033 -0.723 1.799 0.49
H 2.408785 -3.329853 0.532671 -0.287 -0.590 -1.263 0.72
H 3.075858 -1.088667 0.324187 0.182 0.431 0.054 0.39
C -1.811243 -0.918995 5.204647 0.366 -0.278 0.238 -0.38
C -2.064047 0.286185 4.552789 0.570 -1.095 0.211 -0.89
C -1.140498 0.728120 3.631474 0.434 0.979 0.324 -0.12
N -0.116968 -0.022367 3.244497 0.141 0.175 -0.482 0.29
C 0.042355 -1.216142 3.803384 0.426 -0.045 0.414 0.00
C -0.673262 -1.654416 4.912883 -0.475 -0.146 -1.072 -0.90
H -2.426047 -1.376981 5.955396 -0.685 0.442 0.263 0.38
H -2.931182 0.847192 4.734379 -1.009 0.691 0.428 0.57
H -1.160622 1.795485 3.304272 -0.164 -1.050 -0.226 0.27
H 0.815640 -1.830378 3.375164 0.333 -0.109 -0.055 0.33
H -0.483634 -2.625723 5.384982 0.046 0.536 -0.183 0.42
```
Positions in Å, forces in eV/Å.

Properties
- calculated total energy (Eh) = -2946.96961
- structure (SMILES) = C[N+](=O)[O-].C[N+](=O)[O-].C[N+](=O)[O-].C[N+](=O)[O-].C[N+](=O)[O-].C[N+](=O)[O-].C[N+](=O)[O-].C[N+](=O)[O-].C[N+](=O)[O-].C[N+](=O)[O-].c1ccncc1.c1ccncc1
- lowest unoccupied orbital energy (eV) = 0.0
- Kohn-Sham gap (eV) = 9.639
- molecular weight (g mol⁻¹) = 768.6



(2)
Formula: C31H26F3N2O4S2
Source: OMol25
Level of theory: ωB97M-V/def2-TZVPD

The geometry in XYZ format:
```
68
Properties=species:S:1:pos:R:3:forces:R:3:mulliken_charge:R:1
F 6.274099 1.854438 -4.659927 0.070 -0.562 0.437 -0.29
C 5.947589 0.726176 -3.963706 -0.727 -0.142 0.137 0.97
F 6.513780 -0.326853 -4.628312 0.011 0.582 0.365 -0.28
F 6.590138 0.808108 -2.751891 0.273 0.060 -0.657 -0.27
C 4.470977 0.553369 -3.765938 1.257 -0.039 -0.327 0.17
C 3.978371 -0.731357 -3.549801 -0.766 0.121 0.108 -0.59
C 2.632862 -0.906515 -3.263024 0.310 0.274 0.216 -0.83
C 1.755659 0.218379 -3.177969 -0.306 0.262 0.200 0.88
C 0.410112 0.088267 -2.734112 0.345 -0.621 -0.056 -0.22
C -0.574606 0.938482 -3.208903 -1.818 1.466 -0.754 -0.03
N -1.418995 1.647268 -3.650409 1.568 -1.134 0.888 -0.84
C 2.282697 1.506221 -3.506948 0.650 -0.027 -0.030 -0.67
C 3.643593 1.669759 -3.728965 -0.931 -0.182 -0.202 -0.63
H 4.645226 -1.580850 -3.624669 -0.018 -0.023 0.036 0.37
H 2.234007 -1.907889 -3.077750 0.086 0.343 -0.073 0.37
H 0.092068 -0.811525 -2.209350 0.025 0.162 -0.408 0.41
H 1.619848 2.378490 -3.509801 0.209 -0.406 0.094 0.28
H 4.068755 2.651501 -3.905070 -0.097 -0.021 -0.010 0.37
C 3.570905 -3.443630 4.415210 -0.042 -0.175 0.002 -1.09
N 2.805039 -3.426797 3.182259 0.345 -0.531 0.324 0.12
C 2.967512 -4.615172 2.366775 0.166 0.186 -0.144 -1.17
C 2.007072 -2.386499 2.808528 -0.268 0.873 -0.020 1.88
C 1.550006 -2.261056 1.466781 0.058 0.065 0.397 -0.53
C 0.724441 -1.205252 1.111626 -0.186 0.151 0.579 -0.62
C 0.214993 -0.323488 2.090460 1.118 -0.360 -0.183 -0.22
C -0.785141 0.689939 1.810757 -1.472 0.274 0.169 -0.03
C -1.986825 0.577836 1.186853 0.546 -0.439 0.229 -0.55
S -3.102865 1.972122 1.119708 -0.208 0.809 -1.350 1.57
C -2.082669 3.314475 0.514801 0.254 0.494 0.113 -0.08
C -1.650199 4.323933 1.381422 0.196 -0.233 -0.100 -0.20
C -0.753501 5.285714 0.902324 -0.199 -0.067 0.039 -0.54
C -0.326530 5.260784 -0.429909 -0.218 -0.316 0.131 -0.39
C -0.822218 4.288461 -1.305222 -0.170 0.133 0.239 -0.57
C -1.726147 3.335377 -0.836458 -0.095 -0.422 0.049 -0.49
O -4.039855 1.687731 0.049431 0.296 -0.012 0.834 -0.64
O -3.577041 2.314102 2.440569 0.295 -0.321 -0.211 -0.74
S -2.453432 -0.935927 0.289635 -0.044 -0.145 -1.468 1.41
C -4.237447 -1.061520 0.123427 -0.422 -0.153 0.357 -0.20
C -4.772415 -1.100760 -1.165209 0.112 0.215 0.116 -0.21
C -6.153889 -1.198338 -1.323404 0.177 -0.035 0.107 -0.59
C -6.993107 -1.282065 -0.210413 0.301 0.062 0.038 -0.40
C -6.442525 -1.304982 1.075202 0.271 -0.011 -0.020 -0.66
C -5.056002 -1.215922 1.247121 0.076 0.116 -0.317 -0.23
O -1.984478 -0.752493 -1.074059 -0.117 -0.231 1.221 -0.55
O -2.020133 -2.079616 1.059391 -0.141 0.500 0.048 -0.61
C 0.764937 -0.383592 3.386802 -0.215 0.053 -0.462 -1.17
C 1.667314 -1.365058 3.748734 -0.188 -0.446 -0.426 -0.97
H 3.632345 -2.455131 4.888235 -0.006 -0.425 -0.264 0.30
H 3.125211 -4.164908 5.122877 0.166 0.276 -0.001 0.34
H 4.598188 -3.782028 4.201022 -0.254 0.138 0.063 0.38
H 2.067973 -4.816430 1.767612 0.298 0.029 0.272 0.38
H 3.833848 -4.506165 1.692988 -0.217 -0.143 -0.003 0.31
H 3.165387 -5.473198 3.025716 -0.160 0.200 -0.192 0.37
H 1.853797 -3.004520 0.721258 -0.029 0.578 0.245 0.35
H 0.498458 -0.986849 0.073419 -0.185 -0.349 -0.023 0.83
H -0.620431 1.660999 2.293224 -0.037 -0.185 -0.108 0.45
H -2.015424 4.337874 2.410120 0.218 -0.021 -0.263 0.43
H -0.389586 6.055438 1.584853 -0.102 -0.171 -0.227 0.36
H 0.387046 6.002117 -0.784879 -0.137 -0.144 0.075 0.37
H -0.523657 4.260736 -2.353859 -0.118 -0.033 0.297 0.43
H -2.152697 2.595828 -1.518989 0.354 0.133 0.086 0.56
H -4.113577 -1.025327 -2.032274 -0.175 0.092 0.345 0.41
H -6.550165 -1.183153 -2.337920 -0.051 -0.052 0.290 0.37
H -8.073513 -1.322635 -0.347868 0.257 -0.023 0.073 0.36
H -7.088181 -1.384621 1.951561 0.180 0.004 -0.271 0.36
H -4.591190 -1.252492 2.234010 -0.258 0.069 -0.196 0.41
H 0.435637 0.349039 4.121745 0.116 -0.114 -0.052 0.39
H 2.048532 -1.388373 4.770563 -0.224 -0.006 -0.401 0.19
```
Positions in Å, forces in eV/Å.

Properties
- calculated total energy (Eh) = -2703.32188
- charge = -1
- lowest unoccupied orbital energy (eV) = 2.1
- Kohn-Sham gap (eV) = 5.056
- molecular weight (g mol⁻¹) = 611.7



Per-record largest force on an atom, eV/A: 2.95, 2.45